Record 1
Density functional theory data (wB97M-V/def2-TZVPD) for a molecular structure, C2HFIrO2 at a distorted geometry.

Each line ends with the Mulliken spin population.
Geometry (Å):
1 C -0.206 -0.589 0.080  1.0587
2 C -1.036 -0.492 -0.951  0.2650
3 O -1.748 -0.392 -1.863  0.4483
4 Ir 1.240 1.695 1.129  1.2984
5 F -0.294 0.606 1.203  0.0949
6 H 0.033 -1.566 0.497  0.0313
7 O 2.010 0.738 -0.095  0.8034

Calculated values
**HOMO level (spin up / spin down)**: -14.0 / -14.9 eV
**Spin multiplicity**: 5
**Net charge**: +1
**Kohn-Sham gap (spin up / spin down)**: 7.46 / 6.92 eV


Record 2
Density functional theory data (wB97M-V/def2-TZVPD) for 4 unconnected molecules or ions with the total composition C38H70N4O6P at a distorted geometry.

Each line ends with the Mulliken spin population.
Geometry (Å):
1 C -0.388 0.412 -5.172  0.0029
2 P -1.773 0.232 -6.521  0.0000
3 O -2.587 1.746 -6.803  0.0000
4 C -2.976 -1.077 -5.725  0.0004
5 C -2.159 -2.499 -5.754  -0.0026
6 C -3.099 -3.839 -5.845  -0.0008
7 C -3.438 -4.662 -4.444  0.0004
8 C -4.342 -6.051 -4.446  -0.0008
9 C -4.955 -6.682 -5.836  0.0009
10 C -4.630 -5.867 -7.230  -0.0008
11 C -3.730 -4.483 -7.233  0.0008
12 O -4.301 -1.107 -6.364  0.0000
13 C -5.357 -0.754 -5.390  -0.0001
14 O -5.528 -1.609 -4.351  0.0000
15 C -6.365 0.541 -5.490  0.0000
16 N -7.316 0.469 -6.696  0.0000
17 H 0.663 0.304 -5.718  0.0001
18 H -0.422 1.438 -4.609  0.0000
19 H -0.438 -0.514 -4.421  -0.0028
20 H -2.110 2.185 -7.593  0.0000
21 H -3.087 -0.717 -4.593  -0.0002
22 H -1.487 -2.478 -6.737  -0.0001
23 H -1.412 -2.539 -4.833  0.0014
24 H -3.047 -4.282 -3.393  0.0004
25 H -4.531 -6.620 -3.441  0.0000
26 H -5.584 -7.669 -5.868  0.0000
27 H -5.053 -6.317 -8.229  0.0000
28 H -3.497 -3.940 -8.252  0.0000
29 H -7.081 0.547 -4.541  0.0000
30 H -5.821 1.582 -5.496  0.0000
31 H -7.817 -0.448 -6.646  0.0000
32 H -6.681 0.525 -7.535  0.0000
33 C 0.504 -0.210 0.345  0.0411
34 C -0.257 -1.482 -0.129  0.0097
35 C -0.850 -2.254 1.087  0.0198
36 C 0.152 -3.107 1.857  -0.0236
37 C 0.963 -3.990 0.915  0.0181
38 C 1.650 -3.176 -0.208  0.0122
39 N 0.678 -2.313 -0.960  0.2910
40 O -0.100 -3.156 -1.774  0.6392
41 C 2.781 -2.314 0.417  0.0375
42 C 2.422 -4.154 -1.149  -0.0049
43 C -1.473 -0.922 -0.940  -0.0320
44 H 1.394 -0.017 -0.263  -0.0137
45 H -0.107 0.697 0.252  -0.0010
46 H 0.807 -0.270 1.394  -0.0009
47 H -1.653 -2.920 0.741  0.0050
48 H -1.321 -1.549 1.783  0.0017
49 H 0.814 -2.471 2.453  0.0064
50 H -0.385 -3.740 2.574  0.0019
51 H 1.713 -4.543 1.498  0.0001
52 H 0.300 -4.751 0.482  0.0025
53 H 3.272 -1.694 -0.342  -0.0087
54 H 3.553 -2.950 0.867  0.0012
55 H 2.443 -1.656 1.219  -0.0039
56 H 1.771 -4.924 -1.587  -0.0014
57 H 3.205 -4.690 -0.603  0.0004
58 H 2.908 -3.611 -1.971  -0.0007
59 H -1.137 -0.381 -1.834  0.0053
60 H -2.058 -0.217 -0.331  -0.0001
61 H -2.173 -1.704 -1.250  0.0039
62 C 5.004 1.408 4.958  0.0102
63 C 4.243 0.136 4.484  0.0383
64 C 3.650 -0.636 5.700  0.0192
65 C 4.652 -1.489 6.470  -0.0169
66 C 5.463 -2.372 5.529  0.0165
67 C 6.150 -1.558 4.405  0.0333
68 N 5.178 -0.695 3.653  0.2966
69 O 4.400 -1.538 2.839  0.6206
70 C 7.281 -0.696 5.031  0.0060
71 C 6.922 -2.536 3.464  -0.0049
72 C 3.027 0.697 3.674  -0.0374
73 H 5.894 1.601 4.351  -0.0088
74 H 4.393 2.315 4.865  0.0004
75 H 5.307 1.348 6.007  0.0005
76 H 2.847 -1.302 5.354  0.0023
77 H 3.179 0.069 6.396  -0.0002
78 H 5.314 -0.853 7.066  -0.0001
79 H 4.115 -2.122 7.187  0.0017
80 H 6.213 -2.925 6.111  -0.0001
81 H 4.800 -3.133 5.095  0.0046
82 H 7.772 -0.076 4.271  -0.0047
83 H 8.053 -1.332 5.480  -0.0001
84 H 6.943 -0.038 5.832  0.0006
85 H 6.271 -3.306 3.026  -0.0005
86 H 7.705 -3.072 4.010  0.0002
87 H 7.408 -1.993 2.643  0.0011
88 H 3.363 1.237 2.779  -0.0007
89 H 2.442 1.401 4.282  -0.0001
90 H 2.327 -0.086 3.363  0.0178
91 C -3.836 4.971 1.175  0.0132
92 C -2.812 5.746 2.054  0.0242
93 C -2.293 7.011 1.308  0.0204
94 C -1.227 6.742 0.253  -0.0185
95 C -0.109 5.866 0.809  0.0172
96 C -0.647 4.552 1.427  0.0424
97 N -1.716 4.801 2.451  0.2687
98 O -1.093 5.320 3.601  0.6464
99 C -1.180 3.643 0.285  0.0178
100 C 0.551 3.735 2.008  -0.0188
101 C -3.658 6.258 3.268  -0.0058
102 H -3.743 3.887 1.300  -0.0092
103 H -4.874 5.201 1.448  0.0011
104 H -3.739 5.207 0.112  0.0001
105 H -1.867 7.716 2.036  0.0021
106 H -3.132 7.536 0.835  0.0003
107 H -1.674 6.279 -0.631  0.0001
108 H -0.803 7.696 -0.087  0.0023
109 H 0.607 5.645 0.006  -0.0002
110 H 0.451 6.439 1.561  0.0038
111 H -1.602 2.713 0.684  -0.0085
112 H -0.372 3.365 -0.402  0.0001
113 H -1.940 4.116 -0.337  0.0010
114 H 1.123 4.297 2.760  0.0002
115 H 1.262 3.464 1.222  -0.0004
116 H 0.203 2.802 2.472  -0.0004
117 H -4.042 5.419 3.864  -0.0012
118 H -4.525 6.840 2.923  0.0003
119 H -3.093 6.923 3.929  0.0007

Calculated values
**HOMO level (spin up / spin down)**: -8.1 / -8.1 eV
**Spin multiplicity**: 4
**Kohn-Sham gap (spin up / spin down)**: 8.51 / 7.58 eV


Record 3
Density functional theory data (wB97M-V/def2-TZVPD) for C4H5NO in the gas phase.

Each line ends with the natural charge from an NBO analysis.
Geometry (Å):
1 O -2.057 0.141 0.880  -0.6878
2 C -0.792 0.215 0.371  0.3972
3 C -0.340 0.761 -0.798  -0.3583
4 C 1.011 0.333 -0.948  -0.2930
5 C 1.329 -0.430 0.146  -0.0843
6 N 0.218 -0.505 0.950  -0.5341
7 H -2.494 -0.560 0.377  0.4840
8 H -0.926 1.376 -1.469  0.2261
9 H 1.652 0.519 -1.800  0.2224
10 H 2.231 -0.959 0.412  0.2107
11 H 0.167 -0.892 1.879  0.4172

Calculated values
**Structure (SMILES)**: Oc1ccc[nH]1
**HOMO level**: -8.1 eV
**Spin multiplicity**: 1
**Kohn-Sham gap**: 8.92 eV


Question: What is the spin multiplicity in the third record?
Answer: 1